Density functional theory data (the ωB97M-V functional and the def2-TZVPD basis) for a molecular structure, C62H58CrN5O3S in a non-equilibrium geometry.

Summary:
**Total charge**: -2
**Molar mass**: 1005.24 g mol⁻¹
**HOMO (alpha / beta)**: -0.03419 / -0.03203 Eh
**Gap between HOMO and LUMO (alpha / beta)**: 4.46 / 4.40 eV
**Max |F|**: 2.0 eV/A
**2S+1**: 2

Positions of all 130 atoms, in Å:
1 Cr 0.322 0.727 0.723
2 S -6.092 -6.806 -2.380
3 O 1.544 -2.672 2.792
4 O -2.371 3.033 2.829
5 O -7.595 -6.028 -4.409
6 N -8.500 2.484 -3.087
7 N 1.651 -0.813 1.386
8 N -0.513 0.112 2.337
9 N 0.416 -3.009 -0.492
10 N -0.668 2.461 1.370
11 C -0.100 -0.992 2.961
12 C 2.035 2.707 -0.549
13 C 3.788 -2.463 -2.176
14 C 0.934 5.664 2.315
15 C 3.256 3.360 -0.648
16 C -5.046 -5.484 -1.794
17 C -3.423 -3.395 -0.889
18 C -5.961 1.926 -0.720
19 C -1.513 0.829 2.864
20 C 0.765 -2.472 -3.502
21 C 4.494 -1.471 -1.210
22 C -1.511 4.257 -0.923
23 C -2.905 -4.686 -1.051
24 C 5.251 -1.871 1.086
25 C -1.460 0.056 -0.196
26 C -1.599 2.219 2.323
27 C 0.563 6.516 1.290
28 C 4.032 -1.074 3.162
29 C 2.391 -2.016 -1.604
30 C -2.440 0.851 -0.542
31 C 3.606 -4.712 -1.202
32 C 1.731 -3.164 -0.843
33 C -6.199 1.870 -2.116
34 C 4.413 2.605 -0.649
35 C 1.135 -1.590 2.376
36 C -2.607 -2.296 -0.506
37 C -4.781 -3.173 -1.181
38 C 3.147 -0.971 -0.618
39 C 1.053 3.433 3.431
40 C -3.913 1.142 -2.450
41 C 1.870 1.311 -0.508
42 C -5.251 -5.873 -4.885
43 C 4.005 -1.386 1.678
44 C -3.708 -5.719 -1.501
45 C -5.582 -4.207 -1.629
46 C 2.348 -4.340 -0.598
47 C -4.748 1.598 -0.187
48 C 5.054 0.046 3.404
49 C 4.337 -2.295 4.034
50 C -0.282 3.837 1.284
51 C 2.586 3.403 3.437
52 C 1.431 -1.395 -2.641
53 C -0.642 4.700 0.231
54 C 0.538 4.334 2.322
55 C 4.304 1.223 -0.651
56 C -0.726 -1.473 4.094
57 C -2.805 5.077 -0.961
58 C -5.137 1.465 -2.960
59 C -3.663 1.174 -1.030
60 C -0.794 4.322 -2.277
61 C 3.065 0.572 -0.662
62 C -7.463 2.208 -2.650
63 C -2.199 0.403 3.985
64 C 2.933 -1.151 0.891
65 C -1.818 -0.780 4.600
66 C -0.211 6.023 0.257
67 C 2.103 -0.373 -3.564
68 C 0.492 3.857 4.791
69 C 5.479 -1.987 -0.221
70 C -1.955 -1.298 -0.282
71 C -6.465 -6.143 -4.040
72 C 4.237 -3.878 -2.024
73 H 6.058 -0.277 3.118
74 H 1.165 3.338 -0.482
75 H 0.792 3.147 5.568
76 H -2.336 -1.136 5.481
77 H -5.521 -5.283 -5.760
78 H 3.052 -0.688 3.444
79 H -3.501 4.647 -1.685
80 H 0.654 -0.863 -2.085
81 H 0.122 -2.074 -0.289
82 H 3.003 4.386 3.668
83 H -0.328 5.300 -2.442
84 H 3.588 -3.063 3.850
85 H 3.936 -2.161 -3.213
86 H 2.958 3.092 2.458
87 H -0.598 3.883 4.748
88 H 1.552 6.043 3.123
89 H 2.733 0.328 -3.018
90 H -2.609 6.116 -1.247
91 H 5.146 -4.168 -2.542
92 H -2.995 1.027 4.371
93 H 5.391 3.072 -0.637
94 H -5.307 1.414 -4.030
95 H -1.773 3.220 -0.743
96 H 5.075 0.330 4.461
97 H -4.481 -5.362 -4.311
98 H 2.949 2.692 4.185
99 H -5.187 -2.177 -1.060
100 H -1.859 -4.856 -0.830
101 H -3.303 -6.716 -1.629
102 H 4.968 -0.691 -1.811
103 H 4.316 -2.022 5.093
104 H -0.502 6.681 -0.555
105 H 6.396 -2.427 -0.599
106 H -6.772 2.243 -0.074
107 H 6.022 -2.199 1.778
108 H -1.514 4.146 -3.080
109 H -6.626 -4.034 -1.860
110 H 0.080 -3.676 0.186
111 H 1.341 0.207 -4.087
112 H 2.716 -0.870 -4.322
113 H 0.105 -3.098 -2.902
114 H 4.799 0.928 2.813
115 H 0.855 4.849 5.073
116 H 1.519 -3.105 -3.983
117 H -0.336 -2.366 4.562
118 H 0.170 -2.002 -4.290
119 H 0.873 7.555 1.299
120 H 5.327 -2.702 3.808
121 H 0.723 2.415 3.237
122 H 5.220 0.648 -0.588
123 H -4.575 1.670 0.880
124 H 3.991 -5.709 -1.012
125 H -3.288 5.073 0.017
126 H -0.018 3.560 -2.348
127 H -3.105 0.827 -3.101
128 H -4.852 -6.836 -5.207
129 H 1.837 -5.070 0.020
130 H 3.292 4.444 -0.665

Mulliken atomic charge list, values in e, 99 entries:
1. Cr -1.5854
2. S -0.1328
3. O -0.7898
4. O -0.7970
5. O -0.5271
6. N -0.7490
7. N 2.0073
8. N 1.6236
9. N 1.6137
10. N 1.3830
11. C -0.8343
12. C 0.5483
13. C -0.2896
14. C -0.4505
15. C -1.3077
16. C -0.4174
17. C 0.1436
18. C -0.9330
19. C 0.1043
20. C -1.8236
21. C -0.7088
22. C 2.3160
23. C -0.2046
24. C -0.2437
25. C 1.6585
26. C -0.2911
27. C -1.4257
28. C 0.4686
29. C 1.3600
30. C -0.8971
31. C -0.6708
32. C -0.4217
33. C 0.3378
34. C -1.4760
35. C -0.1061
36. C -0.0478
37. C -0.6019
38. C 0.6801
39. C 1.6360
40. C -0.5280
41. C 0.5231
42. C -0.8604
43. C 1.8667
44. C -0.4796
45. C -0.3785
46. C -0.9560
47. C -0.5653
48. C -1.3305
49. C -1.7977
50. C -1.3484
51. C -1.5070
52. C 2.0163
53. C 1.2312
54. C 1.0201
55. C -0.6641
56. C -0.7702
57. C -1.7871
58. C -0.7337
59. C 1.5235
60. C -1.5661
61. C 0.3846
62. C 0.0214
63. C -0.7653
64. C -0.3438
65. C -0.9032
66. C -0.4158
67. C -1.9291
68. C -1.9327
69. C -2.2269
70. C -1.0000
71. C 0.6276
72. C -1.1710
73. H 0.2915
74. H 0.6724
75. H 0.4241
76. H 0.4155
77. H 0.3063
78. H -0.1243
79. H 0.4237
80. H -0.6951
81. H -1.6248
82. H 0.3685
83. H 0.2603
84. H 0.3556
85. H 0.3028
86. H 0.1909
87. H 0.4372
88. H 0.3288
89. H 0.4076
90. H 0.3617
91. H 0.3944
92. H 0.5614
93. H 0.3310
94. H 0.4065
95. H -1.2238
96. H 0.4617
97. H 0.2694
98. H 0.4312
99. H 0.6764